{
  "formula": "C28H45ClFN2O15S4",
  "method": "ωB97M-V/def2-TZVPD",
  "species": ["C", "C", "O", "O", "C", "C", "C", "C", "C", "N", "N", "C", "C", "C", "C", "C", "C", "C", "C", "C", "C", "C", "S", "C", "Cl", "C", "C", "C", "O", "F", "H", "H", "H", "H", "H", "H", "H", "H", "H", "H", "H", "H", "H", "H", "H", "H", "H", "H", "H", "H", "H", "H", "H", "H", "H", "H", "H", "H", "H", "H", "H", "H", "H", "C", "C", "O", "S", "O", "O", "O", "H", "H", "H", "H", "C", "C", "O", "S", "O", "O", "O", "H", "H", "H", "H", "C", "C", "O", "S", "O", "O", "O", "H", "H", "H", "H"],
  "xyz": [[-0.96224, 1.49352, 6.98194], [0.47311, 2.11436, 6.45095], [1.57682, 1.39495, 6.75109], [0.50254, 3.40971, 5.71328], [1.10110, 3.02918, 4.39882], [0.06917, 3.65288, 3.25146], [0.86370, 4.29753, 1.97055], [0.92636, 3.34588, 0.63773], [0.90020, 1.71832, 0.96625], [-0.30087, 0.94684, 0.53950], [-0.30103, -0.39463, 0.76859], [-1.55874, -1.13552, 0.25401], [-2.53705, -1.66780, 1.45426], [-3.54798, -0.54303, 2.08646], [-4.37670, -1.32182, 3.31300], [-4.52952, 0.20091, 1.00614], [-6.01727, 0.59584, 1.56693], [-6.03489, 1.60586, 2.85663], [-6.25747, 3.07629, 2.83869], [-6.82583, 3.73840, 4.26573], [-5.91087, 3.95932, 1.50178], [0.72770, -1.30107, 1.39447], [0.62359, -3.15974, 1.60374], [2.12485, -0.58295, 1.97060], [3.46365, -1.58841, 2.82347], [2.23850, 1.06985, 1.73411], [3.55519, 1.93509, 2.18845], [4.80004, 1.67882, 1.11955], [4.93726, 2.49998, 0.07428], [5.73592, 0.53503, 1.43298], [-0.76121, 0.52620, 7.64816], [-1.65032, 1.18310, 6.08662], [-1.47029, 2.28562, 7.69455], [1.09819, 1.86633, 4.22883], [2.15989, 3.52878, 4.31791], [-0.47503, 4.56316, 3.79826], [-0.78224, 2.91206, 2.94000], [0.24671, 5.26949, 1.65431], [1.93540, 4.71666, 2.28245], [1.94432, 3.52960, 0.04514], [0.02285, 3.60777, -0.09667], [-1.19512, -2.03409, -0.43551], [-2.20992, -0.41918, -0.43850], [-1.98861, -2.18250, 2.35561], [-3.22191, -2.51791, 0.97091], [-2.91849, 0.30917, 2.61361], [-3.70592, -2.21336, 3.71440], [-4.52808, -0.58114, 4.20824], [-5.36170, -1.78102, 2.87854], [-4.00764, 1.15985, 0.52259], [-4.70661, -0.53576, 0.08403], [-6.65369, -0.37571, 1.82618], [-6.61072, 1.11078, 0.66839], [-5.89959, 1.09609, 3.92686], [-5.94339, 3.65942, 5.06166], [-7.23717, 4.82571, 4.13280], [-7.68348, 3.03614, 4.69216], [-5.74267, 5.06680, 1.84046], [-6.78665, 3.80856, 0.73954], [-4.90597, 3.53295, 1.02393], [0.04980, -3.43420, 2.88606], [3.92941, 1.45764, 3.21508], [3.35545, 3.06560, 2.41574], [0.50737, -7.30137, -2.48766], [1.50031, -6.19801, -2.13216], [0.75946, -5.26885, -1.34441], [-0.37151, -6.07927, -0.49320], [0.14651, -6.31380, 0.83639], [-1.65590, -5.46656, -0.74080], [-0.29632, -7.48075, -1.32272], [-0.14742, -6.99270, -3.30896], [1.00724, -8.23656, -2.75375], [1.91432, -5.70920, -3.01728], [2.31766, -6.58703, -1.51577], [3.39246, -2.22089, -5.42281], [2.32045, -1.91809, -4.37934], [1.08538, -2.26432, -5.00184], [1.33809, -3.51015, -6.02383], [0.97662, -4.73327, -5.34232], [0.81767, -3.14904, -7.32196], [2.96500, -3.41690, -6.07245], [3.44707, -1.42621, -6.17383], [4.37846, -2.36312, -4.97242], [2.31869, -0.86829, -4.07652], [2.44182, -2.55166, -3.49436], [6.96346, 1.02298, -8.15281], [6.46363, 2.33213, -7.54782], [5.08716, 2.40966, -7.91126], [4.47324, 0.90041, -7.98660], [3.80344, 0.62277, -6.73543], [3.84013, 0.72836, -9.27345], [5.89107, 0.09567, -7.99383], [7.16173, 1.13408, -9.22374], [7.86343, 0.65445, -7.65330], [7.01100, 3.20012, -7.92299], [6.52343, 2.30919, -6.45455]],
  "atomic_forces_ev_per_a": [[0.5, 0.3, 0.5], [4.2, -3.5, 2.4], [-6.7, 5.1, -2.5], [0.5, -4.9, 0.3], [-1.0, 0.6, -1.7], [0.3, 1.4, 0.8], [-0.7, 0.8, -0.1], [0.2, -0.8, -0.5], [0.7, -1.8, 0.6], [5.0, 0.3, 2.2], [1.8, -2.1, 1.1], [-1.4, -0.8, -0.8], [-0.9, -0.2, -0.1], [0.2, 0.2, 1.0], [0.9, -0.1, -0.5], [-0.2, -0.5, -1.0], [-0.2, 0.8, -0.2], [-0.5, 3.0, 0.2], [0.6, -3.8, 0.4], [0.7, -1.1, -0.2], [-0.1, -1.0, 0.9], [1.9, 3.8, 1.4], [-0.5, 1.2, 0.2], [-2.4, 2.8, -1.7], [-2.8, 2.1, -1.8], [-2.8, -3.0, -1.1], [0.6, -2.1, 1.0], [0.7, 4.2, -4.9], [-0.5, -6.5, 7.5], [-3.2, 3.7, -1.1], [-0.1, 2.3, -1.7], [1.3, 0.9, 1.7], [0.9, -1.5, -1.8], [0.5, 2.3, 0.7], [-2.0, -1.2, 0.2], [1.2, -2.0, -1.2], [1.8, 1.2, 0.5], [1.4, -2.2, 0.6], [-2.3, -1.1, -0.6], [-2.2, -0.4, 1.3], [2.0, -0.9, 1.7], [-0.6, 2.0, 1.7], [1.8, -1.2, 1.7], [-0.8, 1.1, -2.0], [1.6, 1.8, 0.9], [-1.1, -1.7, -1.1], [-1.4, 1.8, -0.8], [-0.1, -1.6, -1.9], [1.8, 1.0, 1.1], [-1.1, -2.0, 1.3], [0.4, 1.4, 1.9], [1.5, 2.1, -0.4], [1.4, -1.0, 2.0], [-0.9, 1.2, -2.5], [-1.9, 0.6, -1.7], [1.0, -2.1, 0.3], [1.8, 1.6, -1.1], [-0.5, -2.1, -0.9], [1.7, 0.7, 1.3], [-2.3, 1.0, 1.0], [0.6, 1.1, -1.5], [-0.9, 0.9, -2.2], [0.4, -2.3, -1.1], [0.2, 0.3, -0.9], [0.6, -0.7, -0.2], [-1.1, -0.2, 0.5], [-0.1, -0.4, -0.3], [-0.9, 0.5, -1.3], [1.6, -0.5, 0.7], [0.1, 1.0, 1.1], [0.1, 0.0, 0.0], [-0.2, 0.1, 0.3], [-0.3, 0.1, 0.2], [-0.1, 0.0, -0.1], [0.1, 0.9, -0.1], [0.6, -0.2, 0.3], [0.1, -0.5, -0.8], [-0.1, 0.1, -0.7], [0.4, 1.2, -0.9], [0.5, -0.8, 2.0], [-1.2, -0.5, 0.4], [0.0, -0.2, 0.3], [-0.2, -0.2, -0.1], [-0.2, -0.1, -0.2], [0.1, 0.1, 0.0], [0.5, 0.5, -0.4], [0.5, -0.2, 0.5], [-0.4, -1.0, -0.4], [-0.2, 0.1, -0.7], [0.6, 0.2, -1.5], [0.6, 0.2, 2.1], [-1.0, 0.5, 0.5], [0.0, 0.0, 0.1], [-0.3, -0.1, 0.0], [-0.3, -0.1, -0.1], [0.1, 0.0, -0.1]],
  "lowdin_charge": [-0.017, -0.284, -0.036, -0.103, -0.175, -0.152, -0.201, -0.136, -0.044, 0.144, -0.128, -0.128, -0.176, -0.335, -0.090, -0.198, -0.207, -0.101, -0.262, -0.107, -0.099, -0.378, 0.768, -0.377, 0.595, -0.020, -0.064, -0.145, 0.031, -0.039, 0.109, 0.085, 0.104, 0.123, 0.133, 0.135, 0.116, 0.130, 0.119, 0.133, 0.138, 0.139, 0.145, 0.082, 0.154, 0.129, 0.083, 0.074, 0.089, 0.113, 0.124, 0.114, 0.122, 0.099, 0.084, 0.078, 0.085, 0.082, 0.085, 0.077, -0.031, 0.144, 0.116, -0.158, -0.171, -0.223, 0.642, -0.269, -0.243, -0.183, 0.137, 0.143, 0.121, 0.135, -0.170, -0.174, -0.194, 0.684, -0.252, -0.218, -0.188, 0.096, 0.141, 0.136, 0.123, -0.170, -0.174, -0.189, 0.688, -0.256, -0.216, -0.194, 0.137, 0.138, 0.140, 0.132],
  "largest_force_ha_per_bohr": 0.1934,
  "molar_mass_g_mol": 832.39,
  "orbital_gap_ev": 4.98,
  "de_lowest_kcal_mol": 214.9,
  "total_energy_ev": -122012.1581,
  "total_charge": 1
}